Density functional theory data (ωB97M-V/def2-TZVPD) for a 13-piece molecular cluster, C15H56O15 overall.

Positions of all 86 atoms, in Å:
C 0.7193 -4.0251 0.0260
O 1.6398 -5.0681 0.1484
H 0.4809 -4.0202 -1.0376
H -0.2680 -4.1834 0.4599
H 1.1963 -3.1360 0.4384
H 1.8015 -5.0934 1.0944
C 1.6199 -1.5683 2.9043
O 2.1888 -1.2965 4.2126
H 0.5702 -1.8483 2.9925
H 1.7675 -0.6550 2.3279
H 2.0899 -2.4343 2.4383
H 1.7690 -1.8704 4.8575
C 3.9096 1.4744 -1.1313
O 3.7179 0.7732 0.0699
H 4.6079 2.2922 -0.9530
H 4.2020 0.8915 -2.0047
H 2.9704 1.8816 -1.5056
H 3.0121 0.1631 -0.1565
C 1.2400 2.1419 3.9059
O 1.9401 1.5300 4.9455
H 1.7733 2.1851 2.9562
H 0.3886 1.5287 3.6108
H 0.9412 3.1720 4.1000
H 2.1571 0.6184 4.7369
C 4.3924 -2.8888 -0.4295
O 4.1301 -4.2244 -0.8785
H 4.7198 -2.8015 0.6065
H 5.1279 -2.3884 -1.0594
H 3.4967 -2.2685 -0.4647
H 3.2197 -4.4943 -0.7373
C -1.1043 4.1120 1.9596
O -1.5659 2.9746 2.6505
H -0.0945 4.3981 2.2540
H -1.1838 3.9293 0.8880
H -1.7600 4.9151 2.2960
H -1.3472 3.0131 3.5845
C -2.0387 -1.3707 -3.2035
O -2.7403 -0.2614 -2.7241
H -1.4859 -0.9772 -4.0565
H -1.3268 -1.6428 -2.4242
H -2.6874 -2.2223 -3.4088
H -2.0991 0.3502 -2.3549
C -2.6774 0.0191 2.4232
O -3.7741 -0.6762 2.9954
H -2.2577 0.6058 3.2403
H -1.8745 -0.6793 2.1870
H -2.9812 0.6095 1.5588
H -4.3545 -0.0131 3.3763
C 2.2287 -2.2941 -3.1683
O 1.3663 -1.2324 -3.2602
H 1.7954 -2.8710 -2.3512
H 2.2295 -2.8057 -4.1308
H 3.2598 -1.9908 -2.9872
H 1.0431 -1.1223 -4.1575
C -2.9046 3.3695 -2.2848
O -1.5488 3.8357 -2.4108
H -3.2136 3.4005 -1.2399
H -3.5689 4.1174 -2.7178
H -3.0693 2.3876 -2.7284
H -1.5408 4.6904 -1.9739
C 1.9178 4.8620 -2.1619
O 2.7752 4.1040 -2.9493
H 2.4604 5.7827 -1.9474
H 0.9987 5.0710 -2.7093
H 1.6917 4.2839 -1.2659
H 3.6848 4.2455 -2.6770
C 0.0127 -0.0951 0.0496
C -0.5260 1.2104 -0.4573
O -0.6846 1.2718 -1.8623
O 1.3068 -0.3866 -0.5253
H -0.7156 -0.8767 -0.1664
H 0.0464 -0.0515 1.1382
H 0.1625 2.0195 -0.2133
H -1.4559 1.4806 0.0431
H -1.0095 2.1547 -2.0529
H 1.2432 -0.5570 -1.4679
C -3.4161 -2.7092 0.3202
C -4.7771 -2.0562 0.1620
O -5.8221 -2.8937 0.7912
O -3.0621 -2.9338 1.7108
H -2.6579 -2.1090 -0.1829
H -3.3866 -3.7045 -0.1231
H -5.0893 -2.0880 -0.8819
H -4.7828 -1.0181 0.4942
H -5.7440 -3.7876 0.4501
H -3.4158 -2.1748 2.1803

Charge: +1
Spin multiplicity: 2
Lowest unoccupied orbital energy (spin up / spin down) in eV: -2.64 / -9.54

Atomic partial charges in e from the Mulliken method, atoms 1 to 8: atom 1 (C): -0.489, atom 2 (O): -0.619, atom 3 (H): 0.239, atom 4 (H): 0.488, atom 5 (H): -0.019, atom 6 (H): 0.354, atom 7 (C): -0.094, atom 8 (O): -0.579

Density functional theory data (ωB97M-V/def2-TZVPD) for C10H30O9PS5Tl as an isolated structure.

Positions of all 56 atoms, in Å:
Tl -0.6977 -0.5828 -0.3579
P -0.6002 -3.9440 -0.2292
O -0.5458 -5.3806 -0.1419
O -1.0611 -3.2099 1.0529
O -1.5098 -3.3563 -1.2875
O 0.7249 -3.1984 -0.4936
C -3.2557 3.2881 1.8740
S -2.2897 3.4553 0.3966
O -1.5643 2.1842 0.2079
C -3.6763 3.4271 -0.7050
H -3.7485 4.2436 2.0666
H -2.5793 3.0948 2.7054
H -3.9726 2.4750 1.7736
H -4.1184 2.4295 -0.7495
H -3.3356 3.6499 -1.7172
H -4.4160 4.1743 -0.4153
C 3.7351 -1.8249 -2.5698
S 3.2736 -0.5631 -1.3968
O 1.8328 -0.2802 -1.6133
C 3.4466 -1.6250 0.0204
H 3.1647 -2.7299 -2.3622
H 4.8001 -2.0339 -2.4724
H 3.4838 -1.4678 -3.5660
H 3.1476 -1.1158 0.9338
H 4.5248 -1.8143 0.1226
H 2.8937 -2.5557 -0.0791
C 1.1207 2.9594 1.9745
S 2.2704 1.6018 1.8215
O 1.5277 0.5370 1.1246
C 3.3003 2.3986 0.6063
H 1.6435 3.8541 2.3206
H 0.3974 2.6650 2.7294
H 0.6672 3.0984 0.9967
H 3.6043 3.3918 0.9469
H 2.7382 2.4976 -0.3257
H 4.2103 1.8291 0.4250
C -1.5797 0.7397 5.0323
S -2.1119 0.1391 3.4233
O -0.9200 0.2396 2.5592
C -2.2116 -1.5890 3.8760
H -0.5982 0.3073 5.2158
H -2.2821 0.4134 5.8004
H -1.5416 1.8262 4.9993
H -3.1696 -1.7976 4.3628
H -1.4035 -1.8559 4.5526
H -2.1548 -2.1579 2.9499
C -0.5386 -1.1311 -5.7749
S 0.3215 -0.9366 -4.1972
O -0.7090 -0.4612 -3.2435
C 0.4790 -2.6718 -3.8567
H 0.1146 -1.6305 -6.4848
H -0.8233 -0.1244 -6.0692
H -1.4357 -1.7182 -5.5799
H -0.5318 -3.0706 -3.7011
H 0.9501 -2.8246 -2.8824
H 1.0094 -3.2681 -4.5987

Lowest unoccupied orbital energy in eV: -3.41

Atomic partial charges in e from the natural (NBO) method, atoms 1 to 8: atom 1 (Tl): 0.826, atom 2 (P): 2.425, atom 3 (O): -0.877, atom 4 (O): -0.847, atom 5 (O): -0.881, atom 6 (O): -0.781, atom 7 (C): -0.843, atom 8 (S): 1.285

So what do the calculations give for energy relative to the best compared isomer or geometry (same formula, charge and spin)? Going down the list: 43.7, 6.7 kJ/mol.